C11H16FN2 | wB97M-V/def2-TZVPD

Output
- Total charge: +1
- E_tot: -17355.635 eV
- HOMO energy: -12.962 eV

Geometry as XYZ:
```
30
Properties=species:S:1:pos:R:3:forces:R:3
C 1.640 0.439 0.114 -1.0490 -0.0624 -2.1265
C -0.275 1.379 -0.981 -2.0528 -1.2822 0.8361
C 1.127 1.459 -0.769 -0.8672 0.1699 0.0031
C 0.913 -0.695 0.404 -0.4387 0.7279 0.1669
C -1.010 0.266 -0.411 13.7868 3.6430 0.3037
C 3.004 0.246 0.599 1.6893 0.6033 0.1950
C 1.741 -1.615 1.201 1.3115 -2.0981 -1.0038
C 3.275 -1.217 0.925 -1.1535 -0.4192 -0.2382
C -1.105 2.437 -1.782 -0.1070 -2.8882 0.3123
C -4.902 -2.165 0.441 1.9480 2.6873 0.5105
C -3.887 -1.515 0.974 1.0358 2.9913 -0.6260
N -0.414 -0.822 0.093 1.2516 1.3218 0.7399
N 1.823 2.452 -1.423 -1.8176 0.0403 0.3024
F -2.958 -2.165 1.660 1.1203 -1.3082 1.1112
H 3.724 0.627 -0.102 0.5252 0.4629 -0.1166
H 3.082 0.745 1.538 0.3494 1.0307 0.6746
H 1.588 -1.448 2.243 -0.3652 0.0677 0.9048
H 1.463 -2.647 0.968 0.2648 -0.0735 0.2582
H 3.877 -1.678 0.102 -1.2227 -0.1658 0.4999
H 3.877 -1.365 1.841 -0.4423 0.2537 -0.4554
H -1.084 2.239 -2.884 -0.1410 0.0868 0.9805
H -2.121 2.379 -1.355 0.2613 0.1069 -0.6605
H -0.760 3.400 -1.596 0.6565 1.7727 0.2918
H -1.848 0.130 -0.636 -12.9307 -1.4803 -3.1094
H -5.514 -1.630 -0.213 -1.3066 0.2241 -0.7291
H -4.847 -3.160 0.664 -0.7302 -2.6601 0.1182
H -3.434 -0.426 0.956 -2.0469 -1.8778 -0.4117
H -1.038 -1.578 0.343 0.4827 -0.4299 0.3245
H 2.739 2.625 -1.115 1.2754 0.2762 0.2578
H 1.325 3.302 -1.801 0.7126 -1.7208 0.6856
```
Forces are in eV/Å.


C11H16N | wB97M-V/def2-TZVPD

Output
- Multiplicity: 3
- Total charge: +1
- Expectation value of S²: 2.012
- E_tot: -13144.194 eV
- HOMO energy (spin up / spin down): -12.198 / -12.975 eV

Geometry as XYZ:
```
28
Properties=species:S:1:pos:R:3:forces:R:3
C 3.921 0.579 -0.341 -2.9591 0.2863 -0.0847
C 4.022 -0.773 -0.127 1.5230 -1.2872 -0.6364
C 2.647 1.191 -0.065 0.0919 1.0300 0.1049
C 2.957 -1.565 0.395 2.5081 -0.5319 -0.7029
C 1.576 0.465 0.530 1.4048 0.2948 -0.9622
C 1.889 -0.875 0.732 -2.2068 1.1714 0.6003
C 0.228 1.090 0.804 0.7668 2.2852 -0.3167
C -1.022 -1.091 0.595 3.7074 2.4448 -0.3095
C -1.819 -1.892 -0.216 -3.6522 -3.6672 0.4263
C -0.725 0.626 -1.330 2.9652 0.6515 1.0138
C -2.246 1.031 0.552 -1.3137 -0.4028 2.4467
N -0.928 0.428 0.133 -0.6824 -1.0463 1.0059
H 4.603 1.115 -0.975 0.5316 0.1656 0.3816
H 4.978 -1.259 -0.473 -1.1944 0.3034 0.5386
H 2.518 2.303 -0.314 0.0756 -1.7493 0.3836
H 3.047 -2.655 0.453 0.0109 0.4784 0.1599
H 0.023 1.127 1.851 -0.1992 -0.1535 0.7789
H 0.240 2.202 0.435 -0.0339 -2.0703 0.6848
H 0.025 -1.496 0.859 -1.6478 0.8657 0.0166
H -1.538 -2.167 -1.214 1.0186 -0.0556 -0.6183
H -2.867 -1.590 -0.375 0.1833 0.3975 0.3396
H -1.941 -2.891 0.364 0.2833 1.3628 -1.0672
H 0.152 -0.023 -1.579 -1.1305 0.5218 -0.4718
H -1.642 0.496 -1.764 -1.8553 -1.0490 -1.6702
H -0.447 1.702 -1.497 -0.1476 -1.0149 0.2422
H -2.920 0.281 1.207 1.8605 1.7276 -1.5803
H -2.082 1.955 1.126 0.2696 -0.5608 0.2104
H -2.836 1.407 -0.258 -0.1777 -0.3981 -0.9139
```
Forces are in eV/Å.


C11H16N2 | wB97M-V/def2-TZVPD

Output
- Structure (SMILES): Cc1ccccc1N1CCNCC1
- Total charge: 0
- E_tot: -14645.764 eV
- HOMO energy: -7.986 eV

Geometry as XYZ:
```
29
Properties=species:S:1:pos:R:3:forces:R:3
C -1.522 2.306 0.388 -1.2826 0.1675 -0.1250
C -1.885 0.826 0.218 1.0926 -0.0704 -0.7445
C -3.213 0.410 -0.050 0.6576 0.6799 0.4767
C -3.544 -0.896 -0.295 0.2206 -1.3728 -0.6175
C -2.507 -1.859 -0.378 -0.3362 -0.3887 0.6050
C -1.199 -1.485 -0.101 -0.1048 1.2770 -0.2618
C -0.832 -0.133 0.165 -1.8974 -0.5392 -0.3239
N 0.523 0.208 0.358 0.5642 0.6152 -0.6636
C 1.256 0.744 -0.861 -1.6701 1.0345 0.8067
C 2.703 0.903 -0.512 0.1276 0.9769 0.4966
N 3.292 -0.395 -0.341 -0.1369 -0.7153 -1.1851
C 2.410 -1.405 0.191 -1.3331 -0.4750 0.8259
C 1.324 -0.759 1.121 1.0125 0.5169 0.0883
H -0.508 2.399 0.844 -0.9379 0.0815 -0.2077
H -2.363 2.776 1.016 1.5283 -0.3496 -0.8052
H -1.530 2.820 -0.631 0.0804 -0.5528 1.2988
H -4.013 1.140 -0.048 0.1115 0.1742 0.0974
H -4.594 -1.190 -0.490 0.8149 0.2405 0.1725
H -2.722 -2.933 -0.571 0.0644 0.9793 0.0503
H -0.373 -2.169 -0.162 -0.0656 -0.5627 -0.0741
H 0.833 1.757 -1.140 0.2665 -1.1342 0.3615
H 1.103 0.078 -1.703 0.0683 -0.1803 -0.3699
H 2.725 1.454 0.467 0.0601 0.0870 -0.8276
H 3.240 1.497 -1.295 -0.3914 -0.4784 0.6615
H 4.122 -0.324 0.177 1.1308 -0.0892 0.7115
H 1.794 -1.907 -0.614 1.0248 0.2411 0.5666
H 3.003 -2.167 0.760 -0.5468 0.5481 -0.6384
H 0.656 -1.519 1.532 0.2588 0.1596 0.1871
H 1.822 -0.178 1.953 -0.3807 -0.8704 -0.5620
```
Forces are in eV/Å.


C11H16N3O | wB97M-V/def2-TZVPD

Output
- Total charge: +1
- E_tot: -18175.248 eV
- HOMO energy: -11.941 eV

Geometry as XYZ:
```
31
Properties=species:S:1:pos:R:3:forces:R:3
C -1.423 3.070 3.140 0.0184 -2.3579 1.1164
C -1.309 1.758 3.574 -2.7079 -0.7452 0.8257
C -0.925 3.357 1.921 0.7407 2.8882 -0.2873
C -1.041 0.791 2.649 2.0613 -0.1124 -0.8890
C -0.286 2.515 1.072 -0.3484 -2.4019 -0.8080
C -0.502 1.160 1.406 1.3211 -0.1402 -1.7512
C 0.639 -3.481 -3.317 0.9116 -4.2346 0.5819
C 0.234 2.900 -0.316 -0.2554 -0.3180 0.3266
C 0.960 1.864 -1.166 0.2259 0.4297 0.4747
C -0.119 0.186 0.329 -0.1597 2.0789 2.3208
C -0.298 -1.235 0.539 0.1534 -0.0849 0.3487
N 0.989 -4.878 -3.179 -0.7882 3.2153 -0.7302
N 0.952 -2.699 -2.373 -1.3305 1.6435 -0.3073
N 0.436 0.588 -0.760 -0.0183 -0.2771 -0.4576
O 1.422 -3.236 -1.202 1.3458 0.5366 0.9816
H -1.957 3.716 3.781 -0.1390 1.1849 0.2716
H -1.870 1.416 4.471 1.0191 0.4838 -0.2658
H -0.957 4.385 1.707 -0.0077 1.3625 -0.7909
H -0.963 -0.233 2.927 -0.5815 -0.5665 0.2732
H 0.110 -3.183 -4.229 0.5680 0.2093 0.4820
H -0.652 3.224 -0.815 -0.5109 0.5276 -0.6835
H 0.953 3.662 -0.307 0.4165 1.7962 0.5589
H 0.706 1.984 -2.298 0.9705 -0.0466 2.0868
H 2.095 1.861 -0.886 -1.9372 0.0253 -1.0537
H 1.181 -4.135 -0.947 -0.5936 -0.1722 -0.6790
H 0.672 -1.642 0.235 -0.6702 -0.8418 -0.2553
H -1.176 -1.481 -0.063 0.2778 -0.8700 0.0302
H -0.454 -1.422 1.608 -0.1617 -0.2397 -0.6093
H 0.573 -5.600 -3.696 -0.6267 -0.6123 -0.7689
H 0.590 -0.069 -1.471 0.2832 -1.9278 -0.8271
H 1.422 -5.142 -2.336 0.5236 -0.4325 0.4848
```
Forces are in eV/Å.


C11H16N3O | wB97M-V/def2-TZVPD

Output
- Total charge: +1
- E_tot: -18173.529 eV
- HOMO energy (spin up / spin down): -11.248 / -10.882 eV

Geometry as XYZ:
```
31
Properties=species:S:1:pos:R:3:forces:R:3
C -0.317 2.478 -3.113 -1.3707 0.2466 0.3959
C 0.908 2.432 -2.503 -0.3541 -0.1231 -1.2032
C -1.448 1.956 -2.448 -1.1975 0.8558 -1.7092
C 1.080 1.753 -1.338 2.7881 1.4873 -0.0019
C -1.245 1.299 -1.240 -0.6794 0.3906 -0.8542
C 0.026 1.213 -0.724 -1.4393 -1.3373 1.3568
C 0.429 -0.993 0.522 1.5863 -0.8070 -1.4304
C 0.968 -1.747 -0.727 0.0992 2.1279 0.2815
C -1.034 -4.084 1.917 3.2867 -1.7383 2.4344
C -0.014 2.379 2.009 3.3244 0.7124 1.2857
C 0.200 0.443 0.508 0.2092 -2.2979 1.7389
N -1.540 -3.166 1.063 -0.9031 2.1138 -3.6170
N -1.424 -2.251 0.375 -0.4869 -0.2537 1.1058
N 0.159 0.975 1.721 -0.1395 -1.1183 1.2703
O 1.095 -1.442 1.691 -2.7984 1.1631 0.6158
H -0.445 3.028 -4.037 -0.0046 -0.1501 -0.0113
H 1.738 2.870 -2.989 0.8051 0.4841 -0.3449
H -2.470 2.183 -2.994 2.0105 -0.9369 1.6375
H 2.080 1.866 -0.915 -0.2628 -0.6894 0.2771
H -2.001 0.852 -0.634 -0.8526 -0.1231 -0.0792
H 0.301 -1.733 -1.576 -0.2297 0.8536 -0.3509
H 1.047 -2.798 -0.619 0.4241 -1.0699 0.9528
H 1.954 -1.302 -0.992 -0.5794 -0.4975 -0.1428
H -1.310 -5.156 1.743 0.1422 1.2536 -0.1737
H -1.324 -3.771 2.882 -1.1433 -0.0437 1.3361
H 0.074 -3.897 2.107 -0.9277 -0.6932 -0.9745
H -0.444 2.656 3.011 -0.4148 -0.8297 -1.3071
H 1.117 2.714 2.219 -2.3570 0.1336 -1.0208
H -0.472 2.775 1.109 0.0656 0.8556 0.4667
H 1.892 -1.858 1.462 1.7782 -0.9247 -0.6390
H 0.422 0.325 2.510 -0.3789 0.9557 -1.2951
```
Forces are in eV/Å.


C11H16N4 | wB97M-V/def2-TZVPD

Output
- Structure (SMILES): CC(=C=N)n1ccnc1.C1=NCCCC1
- Total charge: 0
- E_tot: -17622.809 eV
- HOMO energy: -7.973 eV

Geometry as XYZ:
```
31
Properties=species:S:1:pos:R:3:forces:R:3
C 3.018 -1.062 1.728 -2.7892 -1.6455 -1.2779
C 2.219 -0.865 0.447 -0.6831 2.5031 0.1270
C 1.936 -1.791 -0.439 0.2873 0.9967 2.6374
N 1.964 -2.769 -1.096 1.2813 -1.7970 -2.2166
N 1.792 0.498 0.066 0.4563 -1.8666 0.6875
C 1.591 1.642 0.806 -1.3965 -0.5219 0.2609
C 1.101 2.564 -0.098 0.7948 2.6518 1.1611
N 1.213 2.062 -1.325 -1.4475 0.3969 -1.7769
C 1.499 0.800 -1.195 2.0551 -0.5617 -3.3583
H 3.411 -2.057 1.645 1.2315 -0.1308 0.0804
H 3.593 -0.233 1.909 2.3130 1.5510 0.1077
H 2.403 -1.132 2.609 -0.8413 0.0524 0.2938
H 1.416 -3.589 -1.011 -1.1465 -0.3684 0.0673
H 1.375 1.525 1.841 0.4617 0.2788 0.7325
H 0.863 3.691 0.033 0.3580 -2.3077 0.0638
H 1.802 0.186 -2.149 -0.8082 0.8519 2.4050
C -1.478 -0.042 -1.666 0.1230 -1.1290 0.4880
N -0.933 -0.966 -0.981 -0.0406 -0.3542 0.6535
C -1.628 -1.267 0.253 -1.8601 -0.4770 0.2745
C -1.813 0.126 1.004 -1.2738 -2.9216 -0.3297
C -2.642 1.062 0.094 -1.3428 -1.4157 1.7807
C -2.799 0.589 -1.349 1.1799 0.2564 -0.4015
H -0.883 0.201 -2.489 0.4340 0.8869 -1.6306
H -1.152 -1.980 0.937 0.7867 0.2876 -0.4530
H -2.593 -1.902 0.017 1.0692 1.6960 0.3457
H -0.770 0.417 1.158 -0.3806 0.4538 0.1865
H -2.331 -0.156 1.962 0.5984 0.8116 -0.6674
H -3.623 1.261 0.556 0.1806 -0.2990 -0.1863
H -2.152 1.965 0.175 1.0259 2.2610 -0.5444
H -3.489 -0.309 -1.444 0.0024 1.6845 -0.0603
H -2.909 1.528 -1.997 -0.6290 -1.8241 0.5498
```
Forces are in eV/Å.


C11H16N4O3S | wB97M-V/def2-TZVPD

Output
- Structure (SMILES): Nc1cc(=O)[nH]c(SCC(=O)NC[C@@H]2CCCO2)n1
- Total charge: 0
- E_tot: -34606.241 eV
- HOMO energy: -8.844 eV

Geometry as XYZ:
```
35
Properties=species:S:1:pos:R:3:forces:R:3
N 2.046 2.411 -0.354 0.0079 0.0546 -0.1014
C 2.222 2.069 0.947 0.3936 -0.0654 0.4188
C 3.392 2.277 1.630 -0.0443 0.1077 -0.2353
C 3.541 1.837 2.977 -0.2153 -0.0323 -0.1049
O 4.500 1.947 3.708 0.2144 0.0085 0.1763
N 2.370 1.199 3.475 -0.0380 -0.1213 0.1517
C 1.260 1.036 2.740 -0.2634 0.0682 -0.1861
S -0.077 0.226 3.530 -0.1679 -0.0943 0.1753
C -1.439 0.456 2.342 0.2208 -0.1043 0.1575
C -1.508 -0.640 1.278 0.2429 0.4378 0.1835
O -2.433 -1.422 1.226 -0.4113 -0.2506 0.0465
N -0.467 -0.621 0.432 0.2392 0.0250 -0.3796
C -0.334 -1.542 -0.667 0.0051 -0.1091 -0.4027
C -0.598 -0.856 -2.025 -0.0938 0.1508 0.4452
C -2.080 -0.521 -2.216 0.2277 -0.0098 -0.0698
C -2.633 -1.834 -2.775 0.1283 -0.0403 0.0203
C -1.413 -2.471 -3.462 -0.2199 -0.2617 -0.2445
O -0.267 -1.712 -3.096 0.1966 0.0300 0.0434
N 1.145 1.441 1.514 -0.0795 0.1457 -0.0842
H 2.716 3.023 -0.785 -0.0507 -0.0170 -0.0448
H 1.110 2.406 -0.720 0.0137 0.0506 0.0254
H 4.229 2.771 1.168 0.1249 0.0455 -0.0214
H 2.408 0.867 4.431 0.0537 0.0905 -0.0928
H -2.349 0.430 2.938 0.0731 -0.0013 -0.0693
H -1.300 1.437 1.889 -0.0925 0.0076 0.0018
H 0.233 0.109 0.553 -0.2195 -0.1132 0.0901
H 0.677 -1.960 -0.680 -0.0939 -0.0257 -0.0092
H -1.054 -2.348 -0.511 0.1084 -0.0241 -0.0266
H 0.054 0.022 -2.108 -0.0730 -0.0349 0.0300
H -2.187 0.283 -2.945 0.0055 0.0349 0.0226
H -2.560 -0.230 -1.286 -0.0511 0.0629 0.0342
H -2.993 -2.466 -1.964 -0.0454 -0.0115 -0.0070
H -3.450 -1.672 -3.473 -0.0499 -0.0284 0.0189
H -1.486 -2.436 -4.553 -0.0153 -0.0591 0.0962
H -1.275 -3.514 -3.157 -0.0308 0.0839 -0.0582
```
Forces are in eV/Å.


C11H16N5OSV | wB97M-V/def2-TZVPD

Output
- Total charge: +4
- E_tot: -57636.125 eV
- HOMO energy (spin up / spin down): -24.108 / -24.087 eV

Geometry as XYZ:
```
35
Properties=species:S:1:pos:R:3:forces:R:3
V -0.298 -1.120 -0.961 -3.3250 -0.0530 -1.4016
N -2.564 -3.883 1.174 2.0557 2.4539 -0.0771
C -1.669 -3.095 0.546 -3.8161 -3.5540 0.4982
S -1.263 -3.237 -1.127 0.7846 0.8010 -0.5129
N -1.241 -2.055 1.265 2.2862 2.7980 0.3150
N -0.066 -1.577 0.812 -0.1764 -0.1548 1.6523
C 1.006 -1.183 1.514 0.9666 -0.7825 -2.3811
C 2.032 -0.785 0.574 -0.6970 0.4410 0.8000
C 3.205 -0.112 0.928 -1.8031 -0.7153 0.7410
C 4.062 0.169 -0.130 1.4088 0.3115 -0.6212
C 3.781 -0.243 -1.439 1.0613 1.4796 1.3965
C 2.540 -0.829 -1.675 1.3037 0.1146 -2.9124
N 1.659 -1.041 -0.776 -0.9838 0.1101 3.5239
H -3.213 -4.479 0.752 -0.7412 -1.6767 -1.7260
H -2.844 -3.808 2.157 0.5922 0.7194 0.1217
H 1.188 -1.478 2.535 -0.2857 0.4743 0.7145
H 3.253 0.228 1.996 0.7253 -0.3629 -1.1200
H 4.981 0.713 0.090 -0.0639 -0.0293 -0.2076
H 4.463 0.090 -2.237 -0.3753 -0.6877 0.1603
H 2.283 -1.098 -2.682 -0.0937 -0.0879 -0.6301
C -1.494 2.942 0.792 0.0980 -0.7118 1.0573
N -0.969 2.109 -0.314 -0.7950 -0.8169 0.9125
C 0.391 2.421 -0.761 -0.3015 -0.1717 -1.7758
C -1.727 1.118 -0.793 -0.3904 3.2608 2.0151
C -3.132 0.812 -0.344 -0.1202 0.6033 -0.7571
O -1.276 0.378 -1.752 2.8447 -3.7455 0.4727
H -1.421 4.008 0.648 0.0574 0.3555 -0.7915
H -0.893 2.772 1.717 -0.3666 -0.2273 -0.6213
H -2.525 2.652 0.957 0.1066 0.3201 0.3045
H 0.511 1.802 -1.673 0.2931 1.0337 0.1054
H 1.214 2.148 -0.100 -0.4806 0.0956 0.6615
H 0.417 3.517 -0.949 0.2191 -0.7775 -0.1553
H -3.462 0.155 -1.163 -0.6881 0.3261 0.5003
H -3.795 1.710 -0.182 0.6311 -0.9264 -0.5560
H -3.133 0.278 0.601 0.0690 -0.2173 0.2939
```
Forces are in eV/Å.